## 1
Molecular formula: C45H77N4O3P4SiTl
Method: DFT, ωB97M-V with the def2-TZVPD basis set

Positions of all 135 atoms, in Å:
Tl (-0.5557, -0.2242, 0.7538)
C (0.2604, 0.9507, -4.8951)
C (-0.1107, 1.1117, -3.4220)
C (0.9430, 1.9987, -2.7522)
P (-0.2743, -0.4081, -2.3160)
C (-1.6364, -1.4793, -3.0430)
C (-1.6365, -1.9988, -4.4805)
C (-1.8892, -2.6452, -2.0798)
C (1.3748, -1.1700, -2.5736)
C (1.7301, -1.8294, -3.7490)
C (3.0116, -2.3209, -3.9406)
C (3.9676, -2.1572, -2.9513)
C (3.6226, -1.5275, -1.7675)
C (2.3349, -1.0239, -1.5554)
Si (2.1029, -0.3435, 0.1952)
C (2.7654, 1.4124, 0.4560)
C (4.1555, 1.4245, 0.2666)
C (4.9344, 2.5383, 0.5311)
C (4.3229, 3.6886, 0.9982)
C (2.9436, 3.7190, 1.1290)
C (2.1365, 2.6142, 0.8566)
P (0.2964, 2.8360, 0.9029)
C (0.0471, 4.6187, 0.3616)
C (-1.4559, 4.9098, 0.3297)
C (0.6573, 4.9212, -1.0052)
C (-0.0027, 2.9797, 2.7579)
C (0.1869, 4.3520, 3.3993)
C (-1.3845, 2.4216, 3.1211)
C (2.6584, -1.7255, 1.3571)
C (3.9647, -1.6217, 1.8475)
C (4.5116, -2.6018, 2.6606)
C (3.7250, -3.6677, 3.0673)
C (2.4177, -3.7678, 2.6145)
C (1.8868, -2.8475, 1.7122)
P (0.2911, -3.1745, 0.8522)
C (0.6967, -4.7806, -0.0452)
C (1.6369, -4.4315, -1.2030)
C (1.2835, -5.9680, 0.7118)
C (-0.9907, -3.5474, 2.1806)
C (-1.3522, -5.0064, 2.4474)
C (-0.6940, -2.8103, 3.4877)
H (0.4354, 1.9407, -5.3240)
H (-0.5083, 0.4647, -5.4928)
H (1.1848, 0.3864, -5.0034)
H (-1.0890, 1.6070, -3.3462)
H (1.9317, 1.5432, -2.8393)
H (0.7279, 2.1382, -1.6912)
H (0.9908, 2.9774, -3.2310)
H (-2.4886, -0.7937, -2.9383)
H (-0.8866, -2.7738, -4.6284)
H (-1.4905, -1.2238, -5.2293)
H (-2.6078, -2.4619, -4.6739)
H (-1.0760, -3.3711, -2.1324)
H (-2.8133, -3.1601, -2.3505)
H (-1.9885, -2.3069, -1.0475)
H (0.9952, -1.9680, -4.5274)
H (3.2635, -2.8304, -4.8614)
H (4.9734, -2.5300, -3.0916)
H (4.3670, -1.4546, -0.9817)
H (4.6507, 0.5346, -0.1081)
H (6.0054, 2.5006, 0.3838)
H (4.9122, 4.5642, 1.2364)
H (2.4813, 4.6448, 1.4447)
H (0.4993, 5.2753, 1.1055)
H (-1.9341, 4.3908, -0.5056)
H (-1.6216, 5.9795, 0.1905)
H (-1.9620, 4.6126, 1.2495)
H (0.1130, 4.3950, -1.7901)
H (1.7081, 4.6383, -1.0622)
H (0.5804, 5.9908, -1.2099)
H (0.7370, 2.2938, 3.1631)
H (-0.5672, 5.0663, 3.0662)
H (1.1793, 4.7658, 3.2224)
H (0.0687, 4.2524, 4.4811)
H (-2.1932, 3.0299, 2.7092)
H (-1.5044, 2.4078, 4.2061)
H (-1.5083, 1.3911, 2.7751)
H (4.5723, -0.7617, 1.5863)
H (5.5394, -2.5193, 2.9902)
H (4.1336, -4.4210, 3.7287)
H (1.8023, -4.5877, 2.9593)
H (-0.2767, -5.0721, -0.4569)
H (2.6164, -4.1370, -0.8180)
H (1.2540, -3.6111, -1.8061)
H (1.7773, -5.2990, -1.8503)
H (2.2979, -5.7552, 1.0437)
H (1.3380, -6.8163, 0.0262)
H (0.6835, -6.2766, 1.5640)
H (-1.8735, -3.0738, 1.7407)
H (-0.5977, -5.5140, 3.0498)
H (-1.5124, -5.5656, 1.5258)
H (-2.2856, -5.0286, 3.0128)
H (0.1128, -3.2905, 4.0423)
H (-1.5878, -2.8212, 4.1150)
H (-0.4107, -1.7677, 3.3219)
N (-2.4150, 1.3180, -0.2397)
C (-3.5658, 0.5716, -0.7395)
C (-4.8321, 1.4420, -0.8076)
C (-6.0318, 0.8443, -1.5560)
C (-5.8043, 0.5570, -3.0384)
N (-5.3610, 1.7618, -3.7554)
C (-4.3149, 1.8862, -4.5473)
N (-3.8834, 3.1042, -4.9062)
N (-3.6382, 0.8161, -4.9769)
C (-3.7582, -0.7204, 0.1237)
O (-4.8577, -1.2490, 0.1068)
O (-2.7225, -1.1504, 0.7346)
H (-2.6737, 1.8308, 0.5990)
H (-2.0600, 1.9851, -0.9138)
H (-3.3033, 0.2076, -1.7390)
H (-4.5536, 2.4065, -1.2499)
H (-5.1615, 1.6421, 0.2148)
H (-6.8860, 1.5192, -1.4491)
H (-6.2834, -0.0986, -1.0771)
H (-6.7358, 0.2090, -3.4842)
H (-5.0575, -0.2287, -3.1499)
H (-5.8455, 2.6079, -3.4933)
H (-4.3968, 3.9300, -4.6495)
H (-3.1920, 3.2105, -5.6283)
H (-4.0255, -0.1066, -4.8812)
H (-2.8756, 0.9340, -5.6226)
C (3.4002, 1.2221, 4.4927)
P (1.7971, 0.3822, 4.5973)
C (2.0237, -1.1291, 5.5684)
C (0.7708, 1.4099, 5.6848)
O (1.2059, 0.1623, 3.2374)
H (3.7958, 1.4465, 5.4833)
H (3.2767, 2.1450, 3.9226)
H (4.0975, 0.5757, 3.9612)
H (2.7292, -0.9636, 6.3831)
H (2.3847, -1.9311, 4.9316)
H (1.0553, -1.4094, 5.9849)
H (1.1741, 1.4093, 6.6976)
H (-0.2381, 0.9955, 5.6965)
H (0.7297, 2.4371, 5.3237)

Calculated values
HOMO-LUMO gap ... 6.60 eV
Net charge ... +2

## 2
Molecular formula: C45H77N4O3P4SiTl
Method: DFT, ωB97M-V with the def2-TZVPD basis set

Positions of all 135 atoms, in Å:
Tl (-0.5284, 0.1803, -0.1896)
C (-0.6470, 3.8709, 3.0977)
C (-0.8671, 2.5914, 2.2943)
C (-2.3362, 2.4550, 1.8815)
P (-0.2969, 0.9690, 3.0487)
C (-1.5495, 0.4832, 4.3478)
C (-1.0070, -0.7492, 5.0760)
C (-2.0384, 1.5197, 5.3571)
C (1.2504, 1.4129, 3.9360)
C (1.3754, 2.2916, 5.0100)
C (2.6255, 2.5802, 5.5424)
C (3.7705, 2.0120, 5.0019)
C (3.6609, 1.1170, 3.9500)
C (2.4046, 0.7989, 3.4331)
Si (2.2322, -0.6399, 2.2661)
C (3.7779, -1.0936, 1.3154)
C (4.6226, -2.0917, 1.8050)
C (5.8081, -2.3730, 1.1423)
C (6.1455, -1.6563, 0.0016)
C (5.3055, -0.6635, -0.4867)
C (4.1089, -0.3784, 0.1641)
P (2.7739, 0.7759, -0.3069)
C (3.4471, 2.5192, -0.1941)
C (2.9526, 3.1799, 1.0941)
C (4.9631, 2.6390, -0.3111)
C (2.5109, 0.5391, -2.1387)
C (2.2162, -0.9294, -2.4130)
C (3.5799, 1.0709, -3.0891)
C (1.6272, -2.1475, 3.1970)
C (1.9906, -2.2923, 4.5366)
C (1.6737, -3.4554, 5.2212)
C (1.0112, -4.4801, 4.5620)
C (0.6577, -4.3456, 3.2261)
C (0.9547, -3.1764, 2.5307)
P (0.4927, -2.7855, 0.8013)
C (1.5380, -3.9144, -0.2572)
C (1.8935, -5.2713, 0.3450)
C (0.9125, -4.0668, -1.6553)
C (-1.2918, -3.3101, 0.6369)
C (-1.6371, -4.7967, 0.6069)
C (-2.0805, -2.5950, 1.7423)
H (-1.0552, 4.7147, 2.5350)
H (0.4100, 4.0684, 3.2670)
H (-1.1566, 3.8473, 4.0595)
H (-0.2621, 2.6633, 1.3842)
H (-2.9969, 2.5206, 2.7476)
H (-2.5323, 1.5068, 1.3761)
H (-2.6050, 3.2639, 1.1985)
H (-2.4062, 0.1678, 3.7399)
H (-0.1594, -0.4759, 5.7088)
H (-0.6798, -1.5233, 4.3802)
H (-1.7812, -1.1743, 5.7173)
H (-1.2411, 1.8181, 6.0370)
H (-2.8232, 1.0661, 5.9657)
H (-2.4611, 2.4057, 4.8880)
H (0.5045, 2.7671, 5.4358)
H (2.7046, 3.2600, 6.3810)
H (4.7445, 2.2611, 5.4029)
H (4.5494, 0.6466, 3.5393)
H (4.3512, -2.6404, 2.7008)
H (6.4624, -3.1516, 1.5128)
H (7.0687, -1.8778, -0.5185)
H (5.5944, -0.1330, -1.3821)
H (2.9739, 3.0313, -1.0347)
H (3.4442, 2.7480, 1.9653)
H (1.8746, 3.0574, 1.2110)
H (3.1794, 4.2486, 1.0819)
H (5.4617, 2.1275, 0.5136)
H (5.2461, 3.6932, -0.2708)
H (5.3439, 2.2314, -1.2466)
H (1.5950, 1.1135, -2.3062)
H (3.0856, -1.5535, -2.1944)
H (1.9476, -1.0718, -3.4612)
H (1.3799, -1.2803, -1.8127)
H (4.4936, 0.4788, -3.0473)
H (3.8242, 2.1168, -2.9012)
H (3.2009, 1.0025, -4.1113)
H (2.5158, -1.4887, 5.0433)
H (1.9426, -3.5600, 6.2644)
H (0.7699, -5.3927, 5.0918)
H (0.1564, -5.1672, 2.7342)
H (2.4676, -3.3410, -0.3496)
H (1.0099, -5.8938, 0.4927)
H (2.4101, -5.1691, 1.2988)
H (2.5585, -5.7988, -0.3424)
H (0.2483, -4.9307, -1.6858)
H (1.6931, -4.2312, -2.3991)
H (0.3342, -3.1949, -1.9600)
H (-1.5673, -2.8746, -0.3314)
H (-1.4771, -5.2723, 1.5737)
H (-1.0770, -5.3392, -0.1508)
H (-2.6983, -4.9046, 0.3692)
H (-1.8800, -3.0521, 2.7127)
H (-3.1538, -2.6723, 1.5521)
H (-1.8202, -1.5342, 1.8109)
N (-3.6153, -0.4359, -0.6322)
C (-3.6247, 0.2163, -1.9516)
C (-5.0397, 0.2849, -2.5557)
C (-5.2408, 1.3665, -3.6423)
C (-5.8846, 0.8521, -4.9379)
N (-5.0400, -0.1943, -5.4973)
C (-5.4143, -1.3744, -5.9387)
N (-4.4887, -2.3381, -6.0226)
N (-6.6834, -1.6409, -6.2787)
C (-2.5598, -0.5002, -2.8437)
O (-2.7209, -0.4682, -4.0899)
O (-1.6076, -1.0689, -2.2633)
H (-3.6402, -1.4434, -0.7512)
H (-4.4454, -0.1762, -0.1105)
H (-3.2631, 1.2459, -1.8064)
H (-5.7279, 0.4904, -1.7342)
H (-5.3001, -0.7041, -2.9425)
H (-4.2767, 1.8133, -3.8993)
H (-5.8721, 2.1687, -3.2601)
H (-5.9706, 1.6716, -5.6528)
H (-6.8885, 0.4729, -4.7311)
H (-4.0648, -0.1712, -5.1251)
H (-3.5546, -2.1329, -5.6911)
H (-4.6717, -3.2123, -6.4793)
H (-7.3519, -0.8963, -6.3571)
H (-6.9286, -2.5300, -6.6759)
C (-0.6558, 3.0526, -3.8002)
P (-0.3673, 3.7370, -2.1492)
C (0.8133, 5.0910, -2.3499)
C (-1.9139, 4.5188, -1.6257)
O (0.1062, 2.6941, -1.1803)
H (-1.2042, 3.7463, -4.4376)
H (-1.2054, 2.1135, -3.7084)
H (0.3136, 2.8402, -4.2547)
H (0.4264, 5.8591, -3.0202)
H (1.7474, 4.7007, -2.7560)
H (1.0128, 5.5276, -1.3706)
H (-2.2257, 5.2860, -2.3352)
H (-1.7588, 4.9749, -0.6472)
H (-2.6934, 3.7602, -1.5441)

Calculated values
HOMO-LUMO gap ... 7.17 eV
Net charge ... +2

The most stable arrangement is 2, and the next structure is 178.0 kJ/mol less stable.

## 1
Molecular formula: C3H8N3S
Method: DFT, ωB97M-V with the def2-TZVPD basis set

Positions of all 15 atoms, in Å:
C (1.3628, -0.9371, -0.6947)
C (0.9609, -0.1477, -1.8813)
C (-0.8164, -0.4009, 0.1146)
N (0.3813, -1.2042, 0.1261)
N (-0.5876, 0.5681, 1.0938)
N (-1.4562, 1.1273, 2.0058)
S (-0.7841, 0.4366, -1.6490)
H (2.3701, -1.2373, -0.5075)
H (1.6336, 0.7142, -2.0377)
H (0.9402, -0.7489, -2.7488)
H (-1.7767, -0.9264, 0.3262)
H (0.3115, 0.9763, 1.0227)
H (0.4211, -1.7083, 0.9486)
H (-0.8426, 1.7458, 2.4594)
H (-2.1180, 1.7426, 1.4217)

Calculated values
HOMO-LUMO gap ... 7.32 eV
SMILES ... NN[C@@H]1[NH+]=CCS1
Net charge ... +1

## 2
Molecular formula: C3H8N3S
Method: DFT, ωB97M-V with the def2-TZVPD basis set

Positions of all 15 atoms, in Å:
C (0.7496, -0.9590, 0.0089)
C (1.2689, 2.1202, -0.0068)
C (-1.2541, 0.3204, 0.1298)
N (-0.6199, -0.9023, 0.0466)
N (1.2981, -2.1796, 0.0255)
N (-2.5883, 0.3066, -0.0371)
S (1.8643, 0.3841, 0.0418)
H (0.6595, 2.2474, -0.8133)
H (2.3864, 2.6205, 0.0465)
H (0.6121, 2.3515, 0.8100)
H (-1.0476, -1.7482, -0.0831)
H (0.7494, -2.9003, -0.4016)
H (2.2198, -2.2242, 0.3703)
H (-3.1131, -0.5290, -0.2994)
H (-3.1851, 1.0920, 0.1618)

Calculated values
HOMO-LUMO gap ... 9.14 eV
Net charge ... +1

## 3
Molecular formula: C3H8N3S
Method: DFT, ωB97M-V with the def2-TZVPD basis set

Positions of all 15 atoms, in Å:
C (1.1688, 0.1649, 1.4945)
C (-1.4443, 0.2997, 0.3882)
C (1.0583, 1.2603, 0.7856)
N (0.4702, -0.9554, 1.5728)
N (1.2606, 2.3438, 0.1226)
N (-0.6305, -2.3352, -1.7583)
S (-0.9455, -1.1862, 0.7990)
H (2.0092, 0.2470, 2.2232)
H (-2.4752, 0.5900, 0.1445)
H (-1.2117, 1.2630, 0.8714)
H (1.7996, 2.1887, -0.7435)
H (0.9789, 3.1817, 0.6104)
H (-1.5841, -2.7298, -1.9240)
H (0.1670, -2.8615, -2.2379)
H (-0.6212, -1.4712, -2.3486)

Calculated values
HOMO-LUMO gap ... 8.06 eV
Net charge ... +1

The most stable arrangement is 2, and the next structure is 75.0 kJ/mol less stable.

## 1
Molecular formula: C4H2Cl2
Method: DFT, ωB97M-V with the def2-TZVPD basis set

Positions of all 8 atoms, in Å:
C (-0.1687, 1.6162, -0.2812)
C (-1.0892, 0.6153, -0.3220)
C (-2.2597, 0.2571, -0.2242)
C (1.6142, -0.4995, 0.7573)
Cl (2.7202, -1.2555, -0.3652)
Cl (1.3505, 0.9968, 0.0611)
H (-2.9250, -0.5807, -0.3524)
H (0.7578, -1.1497, 0.7267)

Calculated values
HOMO-LUMO gap (alpha / beta) ... 5.92 / 7.52 eV

## 2
Molecular formula: C4H2Cl2
Method: DFT, ωB97M-V with the def2-TZVPD basis set

Positions of all 8 atoms, in Å:
C (-0.8537, 0.9585, -0.7970)
C (-0.5260, -0.1680, -0.1495)
C (0.5941, -0.3441, 0.6551)
C (1.6453, -0.7603, 1.0505)
H (-1.9260, 0.9288, -1.1446)
H (2.4473, -1.2654, 1.6147)
Cl (0.2155, 2.2840, -0.9531)
Cl (-1.5965, -1.6335, -0.2761)

Calculated values
HOMO-LUMO gap ... 9.49 eV
SMILES ... C#C/C(Cl)=C\Cl

The most stable arrangement is 2, and the next structure is 629.5 kJ/mol less stable.

## 1
Molecular formula: C4H2Cl2
Method: DFT, ωB97M-V with the def2-TZVPD basis set

Positions of all 8 atoms, in Å:
C (2.7438, -0.1324, 0.5775)
C (1.5993, -0.0411, 0.0620)
C (0.5082, 0.4316, -0.4928)
C (-0.8670, 0.7346, 0.3651)
Cl (-1.5537, -0.9010, 0.2924)
Cl (-1.8815, 1.9025, -0.3790)
H (0.6387, 0.9074, -1.3824)
H (-0.5640, 1.1494, 1.3615)

Calculated values
HOMO-LUMO gap ... 8.39 eV

## 2
Molecular formula: C4H2Cl2
Method: DFT, ωB97M-V with the def2-TZVPD basis set

Positions of all 8 atoms, in Å:
C (0.6703, -2.0283, 1.6707)
C (0.6728, -1.5281, 0.4783)
C (0.4409, -0.9751, -0.6305)
C (-0.6346, 1.0925, -0.1117)
Cl (0.5653, 2.1539, -0.5995)
Cl (-0.8463, 1.0801, 1.5674)
H (0.5160, -0.6940, -1.6440)
H (-1.3843, 0.8991, -0.7308)

Calculated values
HOMO-LUMO gap (alpha / beta) ... 6.90 / 6.70 eV

The most stable arrangement is 1, and the next structure is 241.0 kJ/mol less stable.

## 1
Molecular formula: C12H13NO2
Method: DFT, ωB97M-V with the def2-TZVPD basis set

Positions of all 28 atoms, in Å:
C (0.5945, 1.0979, 4.4263)
C (-0.6934, 1.5622, 4.4466)
C (1.0538, 0.3472, 3.2867)
C (-1.5263, 1.5154, 3.3552)
C (0.2355, 0.1657, 2.1691)
C (-1.2393, 0.7020, 2.3170)
C (-0.5546, 0.9229, -1.0344)
C (0.1494, -0.0431, -0.3357)
C (-0.5030, 1.0398, -2.4521)
C (0.5497, -1.3297, -1.1385)
C (0.2663, 0.0249, -3.2349)
C (0.0570, -1.3604, -2.6019)
N (-1.9703, 0.1106, 1.4308)
O (0.7798, -0.1417, 0.9217)
O (-3.1397, 0.4571, 1.0929)
H (1.3023, 1.2322, 5.1788)
H (-1.0982, 2.0584, 5.2606)
H (2.0366, -0.1313, 3.4183)
H (-2.5198, 1.9175, 3.3906)
H (-1.1302, 1.4972, -0.5732)
H (-1.6216, 0.8721, -2.7004)
H (-0.2266, 2.0472, -2.7343)
H (1.5698, -1.4229, -1.0774)
H (0.2133, -2.2092, -0.6126)
H (0.0177, -0.0067, -4.3249)
H (1.2070, 0.2638, -3.1073)
H (0.6890, -2.1135, -3.1119)
H (-1.1135, -1.6056, -2.5377)

Calculated values
HOMO-LUMO gap ... 6.82 eV
SMILES ... O=Nc1ccccc1OC1=CCCCC1

## 2
Molecular formula: C12H13NO2
Method: DFT, ωB97M-V with the def2-TZVPD basis set

Positions of all 28 atoms, in Å:
C (-0.0320, -3.8536, 0.9785)
C (-0.4233, -2.8479, 1.8926)
C (-0.0176, -3.6610, -0.3529)
C (-0.7556, -1.6038, 1.3966)
C (-0.3637, -2.4198, -0.8319)
C (-0.6150, -1.3359, 0.0272)
C (-1.5953, 0.9441, 0.3149)
C (-0.9852, 2.4193, 0.5072)
C (0.2059, 2.7609, -0.3133)
C (1.0496, 1.4857, -0.4773)
C (0.2124, 0.5725, -1.3798)
C (-0.8414, 0.0041, -0.5890)
N (-2.3203, -0.3366, -1.7659)
O (-2.6273, 0.6452, 0.8614)
O (-2.3830, 0.5074, -2.5476)
H (0.2923, -4.7997, 1.4446)
H (-0.2135, -2.9779, 2.9841)
H (-0.0118, -4.6331, -0.9957)
H (-0.8339, -0.7324, 2.0657)
H (-0.4739, -2.3452, -2.0222)
H (-1.8352, 3.0918, 0.2440)
H (-0.7440, 2.4800, 1.5188)
H (0.0627, 3.0197, -1.2833)
H (0.6797, 3.4445, 0.2609)
H (1.9978, 1.6895, -0.8144)
H (1.2797, 0.9428, 0.5532)
H (-0.2020, 1.2842, -2.0800)
H (0.9113, -0.1937, -1.8096)

Calculated values
HOMO-LUMO gap ... 8.06 eV

The most stable arrangement is 2, and the next structure is 229.8 kJ/mol less stable.